[1]
The molecule C18H13BrN6O4 at a distorted geometry, computed with the ωB97M-V functional and the def2-TZVPD basis.

```
42
Properties=species:S:1:pos:R:3:mulliken_charge:R:1
O 6.54620 1.98229 -2.80747 -0.620
C 5.95220 0.86703 -2.77240 0.362
N 6.29493 -0.11730 -1.91934 -0.035
C 5.31965 -1.02082 -1.90374 0.310
N 5.05583 -1.99777 -1.02229 -0.612
C 3.92299 -2.56930 -1.29303 -0.390
C 2.82240 -2.18784 -2.17754 -0.175
N 1.63823 -2.77234 -2.38555 -0.036
C 0.41253 -2.07023 -2.06742 0.564
N 0.38389 -1.09192 -1.13433 -0.335
C -0.80079 -0.60089 -0.85753 0.162
N -0.56366 0.14909 0.25730 -0.005
C -1.39466 0.81015 1.09070 0.742
C -0.68611 1.60401 2.02217 -0.710
C -1.32997 2.23766 3.10097 -0.783
C -2.73563 2.22051 3.17570 0.593
C -3.43044 1.38620 2.32675 0.384
C -2.78172 0.65876 1.32345 -0.821
O -4.80936 1.24570 2.41061 -0.448
C -5.51840 2.12795 3.33987 -0.381
C -4.72181 2.33665 4.64963 -0.373
O -3.42944 2.93754 4.17218 -0.480
N -1.97515 -0.77785 -1.45148 -0.561
C -1.96545 -1.70124 -2.37990 -0.220
C -0.77559 -2.46297 -2.64556 -0.189
Br -0.62779 -3.94389 -3.87630 -0.228
C 3.23350 -1.19700 -3.10237 -0.273
C 4.44436 -0.56185 -2.93514 0.575
O 4.96620 0.50710 -3.65138 -0.415
H 6.77175 0.10916 -1.10197 0.251
H 3.79877 -3.44804 -0.61990 0.395
H 1.62528 -3.61066 -2.88730 0.179
H 0.43648 0.24890 0.29420 0.237
H 0.40166 1.65305 1.94864 0.310
H -0.84782 2.82210 3.91011 0.349
H -3.27004 0.02130 0.68188 0.628
H -5.91796 3.05295 2.85077 0.258
H -6.48374 1.60394 3.59700 0.299
H -5.23524 2.97810 5.47138 0.270
H -4.41385 1.35434 5.10565 0.276
H -2.88036 -1.91887 -2.86493 0.481
H 2.56811 -0.86369 -3.87208 0.465
```

## Properties
E_tot (eV): -106047.738
Gap between HOMO and LUMO (eV): 7.902
LUMO energy (eV): 0.301
Energy relative to the best compared isomer or geometry (same formula, charge and spin) (kJ/mol): 226.19
Structure (SMILES): O=c1[nH]c2ncc(Nc3nc(Nc4ccc5c(c4)OCCO5)ncc3Br)cc2o1
HOMO (eV): -7.60

=====

[2]
A cluster of 18 separate species, C66H179N11O29 in total at a distorted geometry, computed with the ωB97M-V functional and the def2-TZVPD basis.

```
285
Properties=species:S:1:pos:R:3:mulliken_charge:R:1
C 12.29864 -18.94096 23.24438 -0.745
O 11.79074 -18.41398 24.47131 -0.333
C 10.40758 -18.71613 24.68349 -0.446
C 10.13448 -18.36432 26.17260 -0.758
N 8.87292 -18.88680 26.71773 -0.283
C 7.75028 -18.58181 25.97432 -0.423
C 6.53040 -19.23085 26.59079 -0.616
O 6.04973 -18.33428 27.62772 -0.303
C 4.67591 -18.56884 27.85614 -0.682
H 12.40769 -20.02455 23.19929 0.296
H 13.32968 -18.61377 23.11021 0.270
H 11.71301 -18.48647 22.44527 0.301
H 10.26182 -19.77693 24.47964 0.347
H 9.87208 -18.09328 23.96696 0.354
H 10.27872 -17.29982 26.35737 0.296
H 10.89366 -18.74136 26.85786 0.393
H 8.77157 -18.91386 27.72227 0.265
H 7.94623 -19.00291 24.98823 0.319
H 7.62030 -17.50246 25.89553 0.230
H 6.69240 -20.24315 26.96105 0.372
H 5.87475 -19.37084 25.73135 0.342
H 4.46646 -19.53997 28.30464 0.287
H 4.13536 -18.38544 26.92756 0.252
H 4.31523 -17.83638 28.57829 0.268
C 6.76401 -10.89540 16.28523 -0.754
O 5.38155 -10.80434 16.57502 -0.260
C 4.82833 -12.07775 16.73442 -0.535
C 3.34926 -12.14541 17.16536 -0.840
N 2.50752 -11.50335 16.16906 -0.140
C 1.05046 -11.75549 16.38742 -0.736
C 0.11979 -11.05412 15.38917 -0.544
O 0.29207 -11.77201 14.15557 -0.306
C -0.64794 -11.58372 13.11226 -0.686
H 7.25075 -11.69114 16.84913 0.338
H 7.10003 -9.91879 16.63372 0.229
H 7.05893 -11.07327 15.25107 0.278
H 5.35729 -12.57806 17.54559 0.421
H 4.94844 -12.64865 15.81369 0.352
H 3.22199 -11.74219 18.17001 0.366
H 3.03125 -13.18333 17.26379 0.372
H 2.88440 -11.74762 15.26441 0.190
H 0.69082 -11.37258 17.34249 0.391
H 0.85538 -12.81515 16.22263 0.394
H 0.43661 -10.01121 15.39655 0.299
H -0.87543 -11.21356 15.80416 0.413
H -0.65821 -12.52445 12.56179 0.213
H -0.37367 -10.81438 12.39047 0.249
H -1.59645 -11.27529 13.55194 0.304
C 2.38628 0.42632 24.91975 -0.670
O 1.44687 -0.63721 25.07689 -0.344
C 1.95601 -1.93176 25.30418 -0.485
C 2.10176 -2.24573 26.82242 -0.466
N 3.01991 -3.31804 27.17122 -0.188
C 3.38364 -3.37551 28.59604 -0.690
C 4.35312 -4.43426 28.80058 -0.374
O 4.67327 -4.57522 30.17514 -0.342
C 5.72015 -5.50050 30.34043 -0.708
H 3.16985 0.13251 24.22134 0.311
H 2.85953 0.72516 25.85507 0.263
H 1.85298 1.32151 24.59986 0.239
H 2.83310 -2.19928 24.71490 0.316
H 1.22512 -2.68566 25.01175 0.244
H 1.12064 -2.47867 27.23624 0.248
H 2.56977 -1.36947 27.27102 0.335
H 2.50435 -4.15709 26.94696 0.229
H 2.55915 -3.59858 29.27320 0.290
H 3.84446 -2.45803 28.96208 0.332
H 5.26742 -4.29408 28.22394 0.327
H 3.88033 -5.36011 28.47291 0.288
H 6.52605 -5.28916 29.63761 0.307
H 5.33383 -6.49296 30.10832 0.296
H 6.03710 -5.59467 31.37907 0.259
C 19.81154 -6.79191 15.92306 -0.670
O 19.25553 -6.33199 17.14536 -0.323
C 18.00711 -5.64793 17.04115 -0.603
C 18.20638 -4.14891 16.76006 -0.488
N 18.65463 -3.46594 17.94254 -0.371
C 19.22746 -2.18601 17.54765 -0.643
C 19.75719 -1.45726 18.76243 -0.692
O 20.91306 -2.13042 19.26460 -0.326
C 21.03942 -2.13469 20.68042 -0.841
H 20.14429 -5.96555 15.29495 0.256
H 19.01889 -7.34641 15.42074 0.298
H 20.60209 -7.49796 16.17725 0.242
H 17.41183 -5.97435 17.89390 0.355
H 17.42966 -6.04059 16.20421 0.367
H 17.18949 -3.80115 16.57816 0.287
H 18.76407 -3.99807 15.83576 0.306
H 19.41282 -4.02565 18.30580 0.274
H 18.54511 -1.48509 17.06682 0.416
H 20.01642 -2.29125 16.80296 0.381
H 18.97865 -1.48549 19.52479 0.335
H 19.92280 -0.39083 18.60952 0.465
H 21.26179 -1.14054 21.06813 0.354
H 21.78277 -2.82138 21.08535 0.289
H 20.16488 -2.36093 21.29042 0.331
C 13.61794 -11.15237 24.56768 -0.693
O 14.87242 -10.47093 24.87511 -0.329
C 14.63649 -9.35854 25.71773 -0.703
C 15.55834 -8.10856 25.38468 -0.493
N 15.35462 -7.78679 23.98439 -0.233
C 16.24211 -6.66182 23.64296 -0.792
C 17.62136 -7.13310 23.20184 -0.435
O 18.29982 -7.68758 24.35228 -0.358
C 18.72536 -6.69655 25.29445 -0.777
H 12.90065 -10.47307 24.10708 0.273
H 13.20785 -11.54076 25.49993 0.311
H 13.70011 -12.01188 23.90241 0.257
H 14.95088 -9.67298 26.71291 0.372
H 13.63069 -8.93948 25.68843 0.376
H 16.59066 -8.29463 25.68099 0.304
H 15.17613 -7.31114 26.02195 0.369
H 15.57499 -8.63500 23.48231 0.262
H 16.24561 -5.85974 24.38104 0.371
H 15.83780 -6.20483 22.73974 0.350
H 18.19388 -6.29878 22.79657 0.339
H 17.51966 -7.98066 22.52406 0.339
H 19.55434 -6.05409 24.99758 0.323
H 19.06685 -7.17313 26.21334 0.268
H 17.91061 -6.03780 25.59501 0.317
C 10.75920 -7.57248 20.34103 -0.869
O 9.53885 -7.89353 20.98392 -0.277
C 8.52416 -6.90022 20.72181 -0.569
C 7.14151 -7.26049 21.29155 -0.624
N 7.19019 -7.44740 22.76820 -0.227
C 6.02171 -8.10817 23.31441 -0.972
C 5.87608 -9.63524 23.17340 -0.511
O 6.97411 -10.10554 23.92762 -0.276
C 7.20125 -11.44718 23.66944 -0.761
H 11.13853 -6.58664 20.60999 0.371
H 10.67487 -7.50453 19.25642 0.303
H 11.50309 -8.31896 20.61940 0.257
H 8.36571 -6.78930 19.64911 0.394
H 8.93474 -5.97145 21.11792 0.364
H 6.84894 -8.24146 20.91714 0.247
H 6.28814 -6.62850 21.04570 0.434
H 8.00247 -8.01459 22.96467 0.295
H 5.12697 -7.68285 22.85983 0.467
H 5.90857 -7.85248 24.36794 0.342
H 5.91784 -9.99983 22.14703 0.315
H 4.96730 -10.04108 23.61783 0.452
H 7.98622 -11.84081 24.31517 0.251
H 7.40556 -11.61777 22.61243 0.294
H 6.30566 -12.01348 23.92505 0.308
C 9.02041 -5.64638 36.79130 -0.709
O 9.45899 -6.90578 36.37174 -0.303
C 8.85587 -7.97155 37.09822 -0.647
C 9.51432 -9.37356 36.68652 -0.674
N 9.00239 -9.57185 35.34940 -0.399
C 9.62162 -10.85562 34.78842 -0.671
C 9.08254 -10.98211 33.35735 -0.598
O 9.67630 -10.11065 32.48520 -0.312
C 9.13447 -10.21202 31.15000 -0.753
H 9.34497 -4.79998 36.18602 0.258
H 9.27703 -5.51020 37.84187 0.281
H 7.93631 -5.60210 36.68700 0.296
H 7.77196 -7.96819 36.98321 0.382
H 9.20947 -7.82791 38.11921 0.439
H 9.14927 -10.16480 37.34133 0.388
H 10.59716 -9.25552 36.72711 0.344
H 9.33316 -8.82591 34.75420 0.264
H 9.47011 -11.75270 35.38874 0.419
H 10.67882 -10.59750 34.72673 0.363
H 8.00183 -10.84636 33.39899 0.323
H 9.28782 -11.99591 33.01358 0.436
H 9.70952 -9.47760 30.58606 0.267
H 8.10964 -9.84789 31.07767 0.304
H 9.30232 -11.16185 30.64232 0.302
C -0.04751 -21.89115 23.85353 -0.744
O 1.08331 -21.14156 23.40764 -0.285
C 1.50136 -21.08664 22.12360 -0.573
C 2.50730 -19.91019 21.84221 -0.705
N 2.13549 -18.63429 22.42730 -0.276
C 0.96386 -17.98870 21.84158 -0.640
C 0.84001 -16.58589 22.63062 -0.647
O 0.34269 -16.73245 23.96385 -0.325
C 0.90805 -15.69584 24.84469 -0.763
H -0.93417 -21.37178 23.48994 0.311
H -0.00117 -21.80846 24.93940 0.221
H -0.02906 -22.93378 23.53622 0.295
H 0.65185 -20.96886 21.45087 0.380
H 2.09856 -21.97464 21.91649 0.388
H 2.46376 -19.72377 20.76916 0.336
H 3.51525 -20.15909 22.17415 0.358
H 1.71768 -18.85366 23.32028 0.254
H 0.04738 -18.57106 21.93660 0.285
H 1.18464 -17.79759 20.79143 0.452
H 0.19848 -15.91600 22.05809 0.438
H 1.80798 -16.08478 22.62800 0.327
H 1.97371 -15.46739 24.82835 0.325
H 0.54650 -15.94128 25.84326 0.247
H 0.37978 -14.78483 24.56346 0.342
C 15.76443 -14.03199 18.95352 -0.685
O 16.21614 -14.21917 17.58610 -0.351
C 16.23846 -13.12750 16.67769 -0.685
C 14.86405 -12.71318 16.21278 -0.548
N 14.55917 -13.87645 15.39265 -0.249
C 13.23785 -13.87126 14.75994 -0.718
C 13.13330 -15.07703 13.86893 -0.674
O 12.72419 -16.28458 14.55707 -0.320
C 12.60353 -17.36164 13.68593 -0.738
H 14.68284 -13.94521 19.05710 0.273
H 16.21555 -13.17123 19.44719 0.310
H 16.03262 -14.95550 19.46665 0.250
H 16.82946 -13.44157 15.81736 0.291
H 16.85608 -12.31730 17.06527 0.453
H 14.99015 -11.83109 15.58499 0.364
H 14.18872 -12.44662 17.02578 0.309
H 14.65653 -14.71546 15.94646 0.248
H 12.91455 -12.92357 14.32930 0.490
H 12.46816 -14.05898 15.50857 0.335
H 14.06441 -15.12375 13.30417 0.334
H 12.39454 -14.81843 13.11033 0.461
H 13.59188 -17.78629 13.51008 0.289
H 12.24141 -17.13744 12.68258 0.322
H 11.96245 -18.12496 14.12689 0.239
C 19.11897 -4.14959 8.87109 -0.760
O 17.82640 -4.53930 9.30897 -0.311
C 17.89122 -5.45175 10.40973 -0.592
C 16.55231 -6.19686 10.58783 -0.633
N 15.53973 -5.27921 11.03741 -0.362
C 14.19208 -5.92190 11.02812 -0.498
C 13.90892 -6.63935 12.34382 -0.385
O 12.45373 -6.63765 12.49490 -0.432
C 11.72682 -7.35293 11.48703 -0.684
H 19.70658 -3.62923 9.62743 0.302
H 19.03098 -3.39733 8.08722 0.262
H 19.67852 -4.98543 8.45111 0.308
H 18.32925 -5.05351 11.32495 0.401
H 18.57677 -6.25516 10.14017 0.379
H 16.68792 -6.99117 11.32185 0.310
H 16.22602 -6.68807 9.67112 0.321
H 15.56448 -4.44523 10.46824 0.260
H 14.15644 -6.65364 10.22104 0.271
H 13.40320 -5.17961 10.90657 0.433
H 14.21663 -6.06060 13.21472 0.258
H 14.32404 -7.63938 12.46915 0.311
H 10.69745 -7.29953 11.84149 0.251
H 12.11970 -8.35099 11.29310 0.301
H 11.87098 -6.83815 10.53712 0.292
C 5.69745 -2.86213 15.13792 -0.787
O 4.30178 -3.20884 15.41922 -0.280
C 3.40639 -2.11373 15.25291 -0.328
C 2.21617 -2.37184 16.21496 -1.115
N 1.36352 -3.51314 15.91035 -0.410
C 0.85230 -3.59709 14.50685 -0.645
C -0.04496 -2.41407 14.05430 -0.646
O 0.61447 -1.20028 14.04665 -0.178
C -0.19681 -0.06979 13.80495 -0.836
H 6.22900 -3.78669 14.91262 0.233
H 6.18818 -2.47072 16.02904 0.286
H 5.75561 -2.23737 14.24664 0.329
H 3.03896 -1.92518 14.24418 0.332
H 3.83010 -1.18406 15.63277 0.425
H 1.71063 -1.43628 16.45426 0.377
H 2.68139 -2.66134 17.15722 0.480
H 1.96850 -4.29266 16.12587 0.292
H 0.32032 -4.54704 14.45506 0.471
H 1.64298 -3.72120 13.76689 0.307
H -0.87909 -2.37760 14.75502 0.359
H -0.54776 -2.59949 13.10514 0.443
H -1.01557 -0.09320 14.52411 0.364
H -0.49634 0.04129 12.76282 0.263
H 0.37073 0.78627 14.16989 0.261
O 0.13181 -6.68982 24.96641 -0.622
H -0.21923 -7.44216 25.44283 0.308
H -0.10018 -6.85495 24.05254 0.317
O 6.41725 -3.34079 24.70837 -0.639
H 6.58525 -4.16454 24.25072 0.316
H 5.48534 -3.37216 24.92468 0.301
O 0.49256 -7.53728 20.55956 -0.641
H -0.22823 -7.14839 20.06412 0.317
H 1.26818 -7.37413 20.02288 0.323
O 3.30253 -7.48453 17.31108 -0.615
H 3.22658 -8.43736 17.26032 0.328
H 4.21946 -7.30543 17.10276 0.286
O 11.41717 -6.17450 23.98211 -0.634
H 11.00675 -6.63974 23.25317 0.303
H 12.32428 -6.48009 23.98153 0.312
O 10.32687 -2.08751 25.17021 -0.647
H 9.39141 -2.28618 25.12917 0.324
H 10.73648 -2.74340 24.60608 0.313
O 5.78554 -16.48013 20.20934 -0.640
H 5.12973 -17.09814 20.53213 0.318
H 6.10943 -16.87497 19.39976 0.321
```

## Properties
E_tot (eV): -147091.698
Gap between HOMO and LUMO (eV): 8.273
LUMO energy (eV): 0.046
Energy relative to the best compared isomer or geometry (same formula, charge and spin) (kJ/mol): 570.39
HOMO (eV): -8.23